Formula: C26H36IN7PdS
Source: the OMol25 dataset
Level of theory: ωB97M-V with the def2-TZVPD basis set

Calculated values
Calculated total energy = -2219.29534 Ha
Largest force on an atom = 0.00457 Eh/bohr
Spin multiplicity = 1
Gap between HOMO and LUMO (alpha / beta) = 0.205 / 0.205 Eh
Relative energy (zero: lowest compared OMol25 entry of this formula, charge and spin) = 14.6 kcal per mole

Each line ends with the Löwdin charge.
Atoms and positions in Å:
Pd  0.835  -0.846  -0.636  0.418
N  0.466  -3.120  -6.484  0.168
C  0.437  -2.302  -5.679  -0.176
C  0.405  -1.276  -4.676  -0.206
C  -0.802  -0.700  -4.281  -0.005
C  -0.772  0.280  -3.310  -0.052
C  0.454  0.643  -2.767  -0.202
N  1.615  0.116  -3.165  0.026
C  1.588  -0.836  -4.093  -0.075
H  -1.731  -1.028  -4.727  0.127
H  -1.677  0.751  -2.957  0.090
H  0.524  1.427  -2.013  0.097
H  2.535  -1.272  -4.381  0.131
C  -4.454  2.747  1.583  -0.110
C  -5.148  1.635  0.796  -0.253
C  -4.254  0.465  0.390  -0.206
C  -3.232  0.748  -0.707  -0.229
N  -2.160  1.664  -0.326  0.003
C  -1.131  1.333  0.476  -0.756
S  -0.852  -0.291  0.949  0.684
N  -0.347  2.333  0.887  0.025
C  0.775  2.192  1.814  -0.235
C  0.332  2.168  3.272  -0.198
C  -0.485  3.384  3.703  -0.264
C  0.256  4.710  3.555  -0.110
H  -5.187  3.416  2.036  0.072
H  -3.808  3.366  0.958  0.053
H  -3.839  2.331  2.385  0.073
H  -5.635  2.054  -0.091  0.106
H  -5.954  1.234  1.415  0.105
H  -4.884  -0.351  0.024  0.116
H  -3.725  0.075  1.263  0.092
H  -3.728  1.192  -1.574  0.122
H  -2.767  -0.186  -1.022  0.083
H  -2.330  2.646  -0.475  0.130
H  -0.543  3.260  0.542  0.145
H  1.440  3.031  1.616  0.095
H  1.317  1.287  1.552  0.075
H  1.236  2.095  3.884  0.120
H  -0.240  1.255  3.446  0.092
H  -0.780  3.251  4.746  0.107
H  -1.418  3.417  3.131  0.088
H  1.205  4.688  4.096  0.078
H  -0.334  5.538  3.950  0.070
H  0.481  4.941  2.511  0.061
I  7.075  3.101  0.229  0.837
C  5.240  2.385  -0.367  -0.794
C  4.983  1.488  -1.374  -0.158
N  3.651  1.317  -1.397  -0.024
N  3.015  2.041  -0.466  0.030
C  3.980  2.700  0.165  -0.225
H  5.642  0.973  -2.053  0.117
H  3.099  0.746  -2.041  0.088
H  3.750  3.367  0.980  0.094
C  3.315  -4.084  1.271  -0.068
C  1.977  -4.594  0.827  -0.223
C  1.586  -5.890  1.109  -0.066
C  0.334  -6.356  0.729  -0.088
C  -0.528  -5.534  0.022  -0.068
C  -0.157  -4.248  -0.347  -0.216
C  -1.101  -3.410  -1.147  -0.083
C  1.116  -3.742  0.067  -0.351
N  1.593  -2.528  -0.265  -0.061
H  3.736  -4.729  2.042  0.071
H  3.216  -3.063  1.641  0.069
H  4.021  -4.038  0.440  0.079
H  2.254  -6.540  1.665  0.105
H  0.032  -7.364  0.985  0.098
H  -1.501  -5.911  -0.276  0.104
H  -1.820  -4.043  -1.668  0.075
H  -0.539  -2.805  -1.867  0.043
H  -1.651  -2.703  -0.521  0.040


Formula: C26H36N2Si
Source: the OMol25 dataset
Level of theory: ωB97M-V with the def2-TZVPD basis set

Calculated values
Calculated total energy = -1410.67854 Ha
Largest force on an atom = 0.06836 Eh/bohr
Spin multiplicity = 1
Gap between HOMO and LUMO = 0.167 Eh
Relative energy (zero: lowest compared OMol25 entry of this formula, charge and spin) = 76.2 kcal per mole
Total charge = +2

Each line ends with the natural charge from an NBO analysis.
Atoms and positions in Å:
C  2.906  -0.173  4.991  -1.113
Si  1.270  -0.175  3.968  1.627
C  -0.111  0.315  5.188  -1.123
C  0.979  -1.837  3.055  -0.885
C  -0.274  -2.671  3.568  -0.399
C  -1.584  -2.400  2.736  -0.399
C  -2.316  -1.051  3.093  -0.395
C  -3.563  -0.837  2.148  -0.406
C  -3.160  -0.042  0.818  -0.417
C  -3.030  -0.999  -0.444  -0.436
C  -3.414  -0.178  -1.747  -0.228
N  -2.283  -0.097  -2.741  -0.261
C  -1.069  0.329  -2.223  0.086
C  0.091  0.402  -3.081  -0.192
C  -0.018  0.021  -4.517  0.007
C  1.280  0.101  -5.339  0.058
C  2.175  1.258  -5.040  -0.210
C  3.435  1.394  -5.732  0.091
N  3.783  0.441  -6.664  -0.433
C  3.005  -0.641  -6.997  0.111
C  1.712  -0.872  -6.348  -0.208
C  -1.326  -0.381  -5.028  -0.200
C  -2.444  -0.422  -4.069  0.118
C  1.477  1.265  2.692  -0.437
C  2.831  1.409  2.100  -0.211
C  3.014  2.482  1.114  -0.223
C  1.900  3.366  0.766  -0.244
C  0.563  3.222  1.339  -0.221
C  0.360  2.153  2.331  -0.235
H  3.637  -0.949  4.644  0.239
H  2.641  -0.298  6.076  0.252
H  3.393  0.842  4.906  0.247
H  -0.758  -0.529  5.536  0.243
H  -0.776  1.095  4.729  0.231
H  0.372  0.773  6.090  0.257
H  1.896  -2.479  3.206  0.249
H  0.922  -1.641  1.943  0.220
H  -0.435  -2.585  4.682  0.217
H  -0.019  -3.762  3.406  0.215
H  -2.299  -3.241  2.974  0.217
H  -1.391  -2.406  1.630  0.175
H  -2.639  -1.065  4.171  0.223
H  -1.646  -0.154  2.974  0.190
H  -4.341  -0.258  2.720  0.229
H  -4.020  -1.829  1.898  0.207
H  -4.010  0.676  0.638  0.215
H  -2.194  0.496  1.043  0.214
H  -3.772  -1.844  -0.363  0.246
H  -2.003  -1.447  -0.464  0.224
H  -4.310  -0.651  -2.219  0.246
H  -3.629  0.882  -1.456  0.245
H  -0.970  0.594  -1.145  0.285
H  1.087  0.721  -2.685  0.266
H  1.848  2.003  -4.279  0.271
H  4.126  2.235  -5.496  0.279
H  4.697  0.550  -7.122  0.468
H  3.367  -1.379  -7.750  0.278
H  1.085  -1.759  -6.583  0.278
H  -1.462  -0.645  -6.104  0.274
H  -3.468  -0.727  -4.396  0.268
H  3.644  0.704  2.397  0.233
H  4.028  2.588  0.657  0.221
H  2.118  4.162  0.007  0.217
H  -0.252  3.914  1.025  0.224
H  -0.657  2.032  2.774  0.218


Formula: C26H36N5O6S3
Source: the OMol25 dataset
Level of theory: ωB97M-V with the def2-TZVPD basis set

Calculated values
Calculated total energy = -2931.87890 Ha
Largest force on an atom = 0.03261 Eh/bohr
Spin multiplicity = 1
Gap between HOMO and LUMO = 0.256 Eh
Total charge = +1

Each line ends with the Löwdin charge.
Atoms and positions in Å:
N  3.887  -4.057  2.151  0.188
C  4.011  -2.752  2.512  -0.318
N  3.858  -2.325  3.748  0.191
C  3.827  -0.867  3.835  -0.159
C  2.519  -0.390  4.453  -0.118
C  1.260  -1.002  3.821  -0.252
C  0.034  -0.144  4.136  -0.465
S  -1.519  -1.069  4.151  0.889
C  -2.304  -0.157  2.804  -1.066
S  -3.012  1.267  3.162  0.699
N  -2.279  -0.738  1.564  -0.124
C  -2.417  0.220  0.453  -0.168
C  -2.633  -0.488  -0.888  -0.160
O  -2.275  -1.851  -0.878  -0.103
C  -1.096  -2.106  -0.179  -0.187
C  -1.136  -1.638  1.290  -0.140
C  4.027  -0.464  2.328  -0.168
O  2.888  0.049  1.698  0.025
C  2.712  1.412  1.710  -0.390
O  3.415  2.137  2.364  0.167
C  1.540  1.785  0.876  -0.131
C  0.425  2.322  1.508  -0.020
C  -0.687  2.666  0.756  -0.091
C  -0.673  2.490  -0.621  -0.080
C  0.441  1.953  -1.246  -0.054
C  1.549  1.588  -0.501  -0.010
N  4.372  -1.759  1.675  0.126
C  4.022  -1.883  0.279  -0.277
C  4.849  -1.302  -0.667  0.021
C  4.443  -1.378  -1.995  -0.033
C  3.260  -2.040  -2.300  -0.032
C  2.517  -2.594  -1.263  -0.103
N  2.885  -2.505  0.016  0.139
H  3.102  -4.327  1.585  0.108
H  4.553  -4.755  2.427  0.124
H  3.410  -2.929  4.420  0.178
H  4.684  -0.465  4.371  0.162
H  2.486  0.694  4.352  0.123
H  2.535  -0.638  5.516  0.134
H  1.390  -1.094  2.749  0.081
H  1.083  -2.006  4.212  0.104
H  -0.064  0.655  3.404  0.042
H  0.153  0.325  5.114  0.088
H  -3.269  0.869  0.617  0.091
H  -1.508  0.833  0.440  0.072
H  -3.690  -0.473  -1.140  0.122
H  -2.087  0.063  -1.661  0.117
H  -0.979  -3.190  -0.194  0.125
H  -0.219  -1.679  -0.685  0.105
H  -1.209  -2.507  1.935  0.098
H  -0.204  -1.113  1.520  0.097
H  4.871  0.207  2.202  0.169
H  0.433  2.474  2.578  0.123
H  -1.551  3.083  1.254  0.103
H  -1.537  2.777  -1.205  0.125
H  0.436  1.828  -2.319  0.115
H  2.416  1.168  -0.994  0.115
H  5.768  -0.816  -0.370  0.126
H  5.046  -0.928  -2.772  0.120
H  2.922  -2.116  -3.323  0.115
H  1.595  -3.120  -1.469  0.109
O  -4.007  3.688  -3.782  -0.279
S  -4.846  2.528  -3.776  0.557
O  -4.297  1.286  -3.319  -0.288
O  -5.472  2.334  -5.216  -0.260
C  -4.570  2.358  -6.352  -0.240
C  -3.829  1.051  -6.530  -0.070
C  -6.343  2.859  -2.919  -0.116
H  -3.889  3.202  -6.243  0.114
H  -5.219  2.560  -7.201  0.124
H  -3.120  0.880  -5.721  0.069
H  -3.281  1.072  -7.473  0.083
H  -4.527  0.214  -6.548  0.086
H  -6.769  3.781  -3.306  0.079
H  -6.086  2.967  -1.868  0.077
H  -7.019  2.021  -3.062  0.079


What is the largest force on an atom in the first record? 0.00457 Eh/bohr